1.
47
Properties=species:S:1:pos:R:3:forces:R:3 method="wB97M-V/def2-TZVPD" fmax_ev_per_a=0.91 homo_energy_ev=-14.4 charge=+2 e_tot_ev=-131664.615 mol_weight_da=478.234 relative_energy_kcal_mol=0.00 spin_multiplicity=1 gap_ev=6.7
Br 6.02385 -3.99926 0.55627 0.000 -0.001 -0.002
Ti 0.46967 -0.69372 1.25220 -0.421 -0.664 -0.037
S 0.49944 1.58412 1.55374 -0.010 0.075 0.061
O -0.94263 -1.31191 0.10612 0.785 0.454 0.047
O 0.20765 -0.77782 3.10892 0.055 0.114 -0.078
N 0.14270 0.32331 3.88628 0.021 0.022 -0.006
C 0.21576 2.65806 4.09685 0.004 -0.038 -0.040
C -1.73047 2.23750 -5.38593 0.008 -0.006 0.015
C -0.06910 1.24906 6.02619 -0.005 -0.079 -0.013
C 0.26787 1.53066 3.29244 0.000 0.030 0.027
C 3.33680 -3.45798 1.22878 0.021 -0.012 0.006
C -0.62073 -0.14591 -2.67242 -0.040 0.014 -0.039
C -1.89290 -0.83323 -0.61860 -0.283 -0.096 -0.086
C -1.76787 1.39322 -4.15746 -0.012 0.028 -0.033
C 4.55413 -1.60468 0.22963 -0.001 0.010 -0.004
C -4.28757 0.42814 -1.50815 -0.059 0.008 -0.007
C 3.43736 -0.80057 0.31962 0.045 -0.064 -0.029
C 2.21581 -2.64632 1.31816 -0.202 -0.037 -0.058
C 0.04759 2.51560 5.46287 0.001 0.038 0.008
C 4.49848 -2.92772 0.68117 -0.044 0.009 0.009
C 2.25739 -1.33252 0.85116 0.154 0.233 -0.052
C -0.63607 0.65256 -3.78773 -0.022 -0.085 0.043
C -2.93462 1.28882 -3.39717 -0.020 -0.023 0.025
C 0.59482 -0.99823 -2.43489 0.026 0.074 0.046
C -1.80258 -0.18893 -1.85306 0.016 -0.114 0.165
C -2.99523 0.50192 -2.27134 0.038 0.032 -0.015
C -0.01700 0.14670 5.20942 -0.029 0.066 0.018
H -0.09575 -0.88000 5.53412 0.006 -0.003 0.001
H -2.62308 2.84854 -5.48944 -0.001 0.003 -0.002
H -2.87913 -0.95527 -0.17257 0.010 0.052 -0.054
H 3.48725 0.22753 -0.01721 -0.003 -0.013 0.010
H 0.40303 -1.86629 -1.81497 -0.041 -0.068 0.025
H 0.97334 -1.34821 -3.39434 0.039 0.024 0.014
H -3.81472 1.83458 -3.71136 -0.005 -0.003 0.004
H 3.31468 -4.47924 1.58119 -0.002 -0.002 0.003
H 0.31510 3.63081 3.63694 0.000 0.001 0.001
H 0.01092 3.39439 6.09216 0.000 0.000 0.000
H 5.47790 -1.21960 -0.17964 0.001 0.001 -0.001
H 0.23720 0.68207 -4.42864 0.006 0.000 0.001
H -4.61957 -0.60144 -1.36910 -0.016 0.000 -0.010
H -5.06577 0.95011 -2.05845 -0.010 -0.001 0.012
H 1.31085 -3.07845 1.76060 -0.004 0.017 -0.006
H -4.21075 0.89768 -0.52617 0.001 0.005 -0.006
H -1.64675 1.59525 -6.26626 0.000 0.001 -0.005
H 1.40102 -0.41484 -1.97892 -0.007 -0.010 0.047
H -0.85069 2.88227 -5.38012 0.002 0.002 -0.008
H -0.19762 1.10920 7.08912 0.000 0.005 0.003


2.
50
Properties=species:S:1:pos:R:3:forces:R:3 method="wB97M-V/def2-TZVPD" fmax_ev_per_a=6.90 homo_energy_ev=-11.7 charge=+1 e_tot_ev=-57661.084 mol_weight_da=444.943 spin_multiplicity=1 gap_ev=4.6
Cl 0.12651 -1.42763 -1.65910 0.254 2.481 0.535
S 0.24041 0.60219 -1.43530 0.205 -0.355 1.221
F 0.17690 0.87440 0.19578 0.712 -0.955 -3.504
O 1.78255 1.09193 -1.94950 0.227 -3.164 3.089
N 3.33496 -0.47617 -0.50411 -3.308 4.278 -4.285
N 7.91462 0.58831 -1.89518 -0.384 -0.181 -0.518
N -3.54415 2.00955 2.48619 -0.241 0.459 -0.367
N -2.55830 -3.17363 -2.51796 -0.119 -0.427 0.214
N 0.83091 1.33544 5.56235 -0.346 -0.169 -0.611
C -4.87715 2.10327 2.35989 0.474 -0.205 0.142
C -2.25854 -4.17114 -1.66831 -0.130 0.410 -0.356
C -5.52460 3.19225 1.79881 0.100 0.113 -0.042
C 1.31734 1.40255 4.31484 0.025 0.085 0.612
C 5.86660 -0.23855 -2.85024 0.176 0.102 -0.133
C 6.65253 0.15118 -1.77738 0.472 0.212 0.135
C -4.56297 -4.37265 -3.09514 0.084 -0.095 0.118
C 0.59337 1.05260 3.18604 -0.202 -0.067 0.172
C -3.37229 4.18129 1.46298 -0.080 -0.035 -0.030
C -3.70086 -3.29540 -3.21231 0.424 0.276 0.097
C -4.22769 -5.38881 -2.21205 -0.075 -0.051 -0.018
C -1.23577 0.52201 4.63288 0.021 -0.027 -0.096
C 6.41673 -0.17260 -4.12303 -0.085 -0.016 -0.113
C -3.05189 -5.29020 -1.48272 -0.015 0.005 -0.009
C 2.73272 0.27685 -1.24703 1.543 -2.309 2.777
C -0.43166 0.89894 5.69671 0.521 0.187 0.089
C 7.71970 0.27684 -4.27322 -0.167 -0.061 -0.009
C 8.42233 0.64167 -3.13577 -0.041 0.039 0.591
C -0.70837 0.60297 3.35368 0.041 -0.082 -0.142
C -2.82073 3.04670 2.03569 -0.215 -0.460 0.177
C -4.75278 4.25088 1.34310 -0.080 0.077 -0.049
H -2.75887 -6.06492 -0.78567 0.005 0.057 -0.033
H 9.44533 0.99673 -3.20125 -0.040 -0.016 -0.056
H 5.83465 -0.46822 -4.98911 0.055 0.008 0.035
H -1.33094 -4.04795 -1.11770 -0.025 -0.151 0.080
H -5.47298 -4.41696 -3.67957 0.065 0.035 0.017
H -3.91794 -2.47818 -3.89220 -0.056 -0.072 0.008
H -4.87644 -6.24930 -2.09368 0.052 0.059 -0.005
H -2.73912 4.98973 1.11930 -0.017 -0.032 0.046
H -1.30653 0.31867 2.49475 -0.092 0.034 0.118
H 4.85436 -0.58556 -2.68958 0.100 -0.080 -0.056
H -0.79958 0.85708 6.71661 -0.033 -0.022 -0.062
H 8.17992 0.34250 -5.25092 -0.003 -0.004 0.065
H -5.43758 1.25268 2.73407 -0.037 0.063 -0.030
H -2.24733 0.17531 4.80016 0.048 0.067 -0.027
H -5.22238 5.12170 0.89936 0.030 -0.053 0.039
H -1.74556 2.94414 2.14897 0.013 0.080 0.047
H 1.03663 1.12931 2.20191 0.139 0.028 0.173
H 2.34007 1.75674 4.23569 -0.026 -0.010 -0.047
H 6.26803 0.11889 -0.76259 -0.027 -0.037 -0.029
H -6.60420 3.21259 1.72089 0.057 -0.022 0.028


3.
52
Properties=species:S:1:pos:R:3:forces:R:3 method="wB97M-V/def2-TZVPD" fmax_ev_per_a=0.53 homo_energy_ev="-8.0 / -8.3" e_tot_ev=-77975.838 mol_weight_da=483.346 relative_energy_kcal_mol=15.36 spin_multiplicity=4 gap_ev="6.9 / 7.2"
Co 0.09989 -0.31110 0.16073 0.176 -0.069 -0.165
O 0.48517 1.70033 -0.26221 -0.232 0.094 0.071
O 0.75024 -2.13590 -0.54133 -0.055 -0.162 0.024
O 2.46824 -3.58244 -0.34529 0.000 0.139 -0.003
O -0.28425 -0.43970 2.14977 0.039 0.176 0.043
O 1.99265 3.35186 -0.07464 0.040 -0.114 0.006
O -1.75757 -1.12542 3.69995 -0.079 -0.047 -0.080
N -4.09349 3.51375 0.05894 -0.061 -0.042 -0.009
N -1.79399 -1.43674 0.22413 0.028 -0.163 0.103
N -2.20458 1.42469 -0.21312 -0.226 -0.045 -0.029
N 2.15982 -0.12866 0.02034 0.245 -0.022 0.217
C 4.86383 0.03246 0.07343 -0.093 -0.023 0.006
C -2.79676 -2.16299 -3.19700 0.115 0.131 0.021
C -1.31312 -1.06581 2.55990 0.109 0.065 0.025
C -3.65604 3.07174 -1.31042 0.404 -0.120 -0.327
C 4.24702 -1.20985 -0.01550 0.034 -0.045 0.037
C 2.86347 -1.24514 -0.05456 -0.130 -0.105 -0.089
C -3.18225 -2.63156 1.75780 -0.228 -0.192 0.031
C -3.57891 -2.85290 -0.59915 0.192 0.163 -0.041
C 4.09950 1.19535 0.07327 0.055 0.147 0.013
C -4.05155 2.40136 1.07254 0.326 -0.262 0.320
C 1.97246 -2.46782 -0.31834 0.116 0.013 -0.007
C -2.11460 -1.76599 1.45400 0.114 0.309 -0.179
C 2.72246 1.06976 0.04403 -0.222 -0.037 -0.054
C -3.92226 -3.15815 0.73931 0.149 0.082 0.136
C -2.47631 -1.99083 -0.81484 -0.290 -0.080 -0.071
C -2.09649 -1.66137 -2.13493 0.022 0.049 0.048
C -2.24550 2.48279 -1.18974 -0.167 -0.060 0.135
C -4.27785 -3.35602 -1.71812 -0.049 -0.029 -0.139
C -3.89944 -3.01478 -2.98798 -0.095 -0.098 0.117
C 1.66917 2.17202 -0.09106 0.115 0.021 0.026
C -2.62481 1.85095 1.10000 -0.124 -0.036 -0.230
H -3.38792 -2.83787 2.79849 0.010 0.036 -0.002
H 4.55239 2.17696 0.08106 -0.037 0.009 0.019
H -1.92902 2.09878 -2.15844 0.010 0.081 -0.026
H -4.35912 2.31600 -1.65977 -0.093 0.037 0.114
H -1.92728 2.61931 1.45110 0.041 -0.038 0.039
H -1.52810 3.25453 -0.89249 0.080 -0.041 -0.050
H -3.44067 4.23638 0.37036 -0.078 0.095 0.021
H -4.75019 1.62807 0.75464 -0.068 0.100 -0.088
H 4.80574 -2.13377 -0.06563 -0.013 -0.002 -0.011
H 5.94358 0.09759 0.11716 0.004 0.005 -0.030
H -5.02608 3.91882 0.01960 0.011 0.109 0.019
H -5.11652 -4.02222 -1.55402 0.002 0.002 0.002
H -1.22240 -1.03177 -2.25735 -0.002 -0.040 -0.111
H -2.69368 0.59773 -0.52674 -0.022 -0.109 0.028
H -4.43800 -3.41011 -3.83899 -0.003 -0.004 0.001
H -4.36332 2.79717 2.03874 -0.045 0.118 -0.068
H -3.69054 3.93170 -1.97919 -0.067 0.070 0.101
H -2.57044 1.02143 1.80056 -0.004 0.002 0.097
H -4.76971 -3.80261 0.94063 0.026 -0.049 -0.017
H -2.49878 -1.91440 -4.20739 0.024 -0.017 0.006